C20H35N3O5S in the gas phase, computed with ωB97M-V/def2-TZVPD.

The HOMO-LUMO gap comes out at 9.7 eV. The calculation puts the lowest unoccupied orbital energy at 0.51 eV. The structure (SMILES) is CC1(C)CCC[C@@H](C(=O)NC[C@@H]2CC[C@]3(CO2)C[C@H](NC(=O)CS(N)(=O)=O)C3)C1.

The geometry in XYZ format:
```
64
Properties=species:S:1:pos:R:3:forces:R:3
S 0.960 4.543 7.047 0.2617 -0.4191 0.8493
O 2.148 5.647 3.678 -0.2284 0.1020 0.2152
O 1.560 -1.899 -3.267 -0.1190 -0.0650 0.2062
O 0.280 0.425 0.151 -0.3161 -0.2435 -0.1710
O 0.027 3.463 6.733 0.7478 1.1753 0.1452
O 0.898 5.257 8.318 -0.1601 -0.5858 -1.6392
N 0.386 -2.121 -1.370 -0.0759 0.0183 1.1208
N 2.522 3.878 6.972 -1.1910 0.4822 -0.1291
N 0.306 4.328 3.867 -1.0390 -0.3759 -0.0001
C -2.282 -4.680 -3.910 -0.4389 0.2540 0.7043
C -2.693 -6.049 -3.323 0.1519 0.1095 -0.4326
C 1.183 3.925 1.429 -0.8775 0.3200 -0.8704
C -3.480 -3.706 -3.724 0.3673 0.3930 -0.6032
C 2.688 0.399 0.469 -0.1878 0.0509 -0.2444
C 1.272 2.411 1.133 1.1392 -0.0542 -0.1825
C 0.917 5.775 5.684 0.6154 -0.3738 1.1954
C -1.889 -1.735 -3.332 -0.4920 -0.7304 -1.1158
C 0.517 -2.211 -2.701 0.5102 0.1702 -1.4341
C -3.132 -2.244 -4.104 0.1875 -0.4545 0.2487
C 2.668 1.924 0.691 -0.6025 -0.3622 -0.3806
C 1.430 -1.625 -0.468 -0.3596 0.4513 -0.0701
C 0.251 3.569 2.612 1.5851 0.5611 0.9720
C 0.976 2.215 2.638 -1.2817 -1.1002 -0.2710
C 0.191 1.847 0.166 0.9614 -0.1653 0.8143
C -1.884 -4.815 -5.401 -0.1319 -0.1029 0.4742
C -0.689 -2.709 -3.525 -0.2837 0.1715 1.9572
C 1.501 -0.083 -0.397 0.4573 0.0596 0.4119
C -1.121 -4.124 -3.032 -0.1834 0.1130 -1.6825
C 1.187 5.232 4.310 0.9481 -0.1741 -1.1243
H -1.877 -6.770 -3.390 0.1026 -0.0055 -0.0346
H 1.737 6.452 5.906 -0.0371 0.1120 0.1109
H -1.668 -3.865 -5.885 -0.0009 0.0891 0.1260
H -0.026 6.306 5.738 -0.2635 -0.0899 0.2211
H 2.660 -0.107 1.435 -0.1776 -0.0862 0.1258
H 0.370 1.347 2.902 -0.0033 -0.1118 0.0762
H 2.944 2.426 -0.238 -0.0566 0.0416 -0.1848
H -0.292 -4.828 -3.133 0.1609 0.0816 0.2976
H -2.204 -1.686 -2.288 0.3780 0.1787 0.1421
H -1.479 -4.103 -2.000 0.1873 0.0628 0.0489
H -0.818 2.120 0.475 -0.0357 -0.2107 0.1622
H 3.434 2.210 1.415 -0.1374 0.0172 0.1319
H -2.683 -5.282 -5.977 -0.1189 -0.0498 0.0822
H -2.963 -2.161 -5.178 0.0855 -0.0717 -0.0798
H 0.747 4.557 0.654 -0.0293 0.0947 -0.0999
H -0.325 -2.720 -4.552 -0.1741 -0.0430 0.0793
H 2.154 4.344 1.693 -0.2513 -0.1532 0.3225
H -0.800 3.491 2.319 0.2625 -0.0240 -0.0256
H 2.402 -2.028 -0.762 -0.1349 0.1861 -0.2293
H -0.310 3.981 4.588 -0.1671 -0.0658 -0.0396
H 3.007 4.100 7.840 -0.1121 -0.1288 -0.2552
H -3.822 -3.723 -2.688 0.1577 -0.0846 0.1769
H 1.874 2.209 3.261 -0.0240 0.3020 -0.1900
H 3.631 0.106 0.005 0.0100 -0.0266 -0.1150
H -3.540 -6.474 -3.862 -0.0600 0.0384 -0.0796
H 1.232 -2.015 0.531 -0.1706 0.0242 0.0230
H 2.442 2.878 6.795 0.0971 0.2484 0.0900
H -0.998 -5.441 -5.515 0.0685 -0.0508 0.0892
H -4.334 -4.046 -4.313 -0.0229 -0.0449 -0.1430
H -3.986 -1.599 -3.893 -0.0167 0.0213 0.0834
H 1.619 0.279 -1.422 -0.0112 0.1689 -0.1286
H -2.980 -5.980 -2.273 0.0290 0.1774 0.0246
H -1.657 -0.741 -3.720 0.1830 0.0443 0.3474
H 0.319 2.251 -0.841 0.2635 0.0637 -0.1643
H -0.514 -2.328 -0.970 0.0551 0.0700 0.0442
```
Positions in Å, forces in eV/Å.

A molecular structure, C20H35NOS, computed with ωB97M-V/def2-TZVPD.

The HOMO-LUMO gap comes out at 9.0 eV. The calculation puts the lowest unoccupied orbital energy at 0.71 eV.

The geometry in XYZ format:
```
58
Properties=species:S:1:pos:R:3:forces:R:3
S 0.987 -7.231 -0.767 0.3891 2.5092 2.9752
O -1.810 -1.003 -0.277 -1.4226 -17.3313 -1.8679
N -0.413 0.573 1.108 0.1770 5.3934 5.4300
C -0.901 -7.266 -2.609 -3.2524 -0.3349 2.4174
C 1.809 6.762 -0.658 1.4172 -0.8364 -3.1139
C -0.802 -4.043 1.369 2.9838 -5.8692 1.6903
C 0.231 -5.465 -0.102 6.3235 -8.2313 -10.3989
C -0.520 -3.163 0.498 -4.7626 10.7263 -2.7441
C -0.111 -5.302 1.031 -9.0410 0.6882 15.2276
C -1.776 -7.943 -0.423 6.6919 -4.8544 3.3718
C 0.446 -4.564 -1.016 -0.0791 5.4600 -6.5172
C 1.190 6.703 0.532 -6.4843 0.7010 11.2958
C 0.641 4.295 0.656 6.8391 -4.6032 2.0568
C 0.645 1.730 1.039 -9.0461 -0.5385 -9.4717
C -0.145 -3.235 -0.782 5.0217 -6.3436 -1.6687
C -1.144 -1.620 0.658 1.4018 -0.5089 7.6230
C 0.907 6.734 -1.777 -7.0041 2.2431 -0.8131
C -0.092 8.085 -1.883 5.7157 -2.2879 -4.4142
C -0.486 -8.013 -1.209 -1.3185 -0.1689 -5.5925
C -0.041 3.047 1.061 -4.2792 0.0193 -1.5322
C 0.889 -1.226 2.228 -1.1783 -0.3010 8.6121
C 0.223 -0.647 1.211 -4.8565 -3.4241 -10.3082
C 0.042 5.602 0.758 10.5551 1.8887 12.4563
H -1.189 -6.199 -2.553 -0.0901 -0.4714 0.8473
H 0.514 7.621 0.899 1.7084 -0.9756 -1.5490
H 0.005 -9.017 -1.595 -1.7788 1.3117 1.0988
H 0.339 -2.532 -1.384 -0.5587 1.7872 -0.8745
H -1.168 -3.873 2.324 -0.9610 0.3244 1.4627
H 0.584 8.881 -1.778 1.0272 1.3942 0.2094
H 1.021 1.651 0.006 0.4696 -0.4205 0.4128
H -1.883 -7.005 -0.160 -1.6314 4.4409 1.1291
H 1.553 4.044 1.376 -0.6589 2.0745 -0.9572
H -0.968 0.792 2.214 1.8821 -1.0124 -4.0167
H -0.064 -7.228 -3.116 4.2177 -0.0546 -3.1057
H -1.443 -8.567 0.484 -0.7052 1.3001 -0.0635
H 1.325 6.887 -2.652 2.9284 0.0947 -4.2692
H 0.798 -0.798 0.133 -0.7085 0.6305 2.4380
H 0.154 5.892 -2.008 1.6010 0.5977 1.2635
H 2.507 7.511 -0.540 1.5831 2.1390 -1.0373
H -0.575 5.546 0.158 -11.4004 0.5404 -10.5717
H 0.982 -4.853 -2.059 -1.4040 0.9070 2.7012
H 1.210 3.981 -0.312 -1.3920 1.1818 0.9131
H -1.811 -0.224 -0.394 0.8407 16.7497 -1.5215
H 1.301 -2.205 2.282 0.3687 -0.4877 -0.7026
H -0.589 8.277 -2.816 -0.3015 -0.6435 -0.4727
H -0.548 -6.120 1.775 1.9955 1.1611 -1.6017
H 2.343 5.896 -0.810 1.9363 -2.2127 0.0084
H -1.684 -7.727 -3.223 0.0583 -0.3791 0.3990
H 1.824 6.651 1.558 -0.7589 -0.2400 -2.6560
H 0.010 -1.223 3.308 2.1126 -0.2760 -2.9336
H 1.473 -0.456 2.643 1.8815 0.4829 0.8008
H -0.665 8.114 -1.138 -5.0897 0.1994 5.8829
H -0.466 5.754 1.876 1.3261 -0.3464 -2.9205
H -0.639 3.014 1.943 -0.0472 1.0300 1.5074
H -1.998 -1.558 1.637 2.7098 -0.8048 -1.6405
H -0.872 3.133 0.347 -0.4103 -1.4615 -0.3231
H -2.453 -8.595 -0.722 -3.7725 -1.8608 -2.3322
H 1.302 1.724 1.653 8.2308 -0.6956 7.7612
```
Positions in Å, forces in eV/Å.

A molecular structure, C20H36CeI2NO4PSY, computed with ωB97M-V/def2-TZVPD.

As for the multiplicity: 2. The HOMO-LUMO gap (spin up / spin down) comes out at 4.4 / 4.5 eV. Its expectation value of S² is 0.775. The calculation puts the lowest unoccupied orbital energy (spin up / spin down) at -15.53 / -15.36 eV. As for the net charge: +4.

The geometry in XYZ format:
```
67
Properties=species:S:1:pos:R:3:forces:R:3
Ce -1.239 -0.700 -0.521 -1.8670 10.0014 -1.1714
I -2.884 2.673 -2.382 0.7737 0.4337 0.3832
I -0.926 4.303 -1.331 -0.5789 -0.7755 -0.1474
Y 0.698 1.024 0.572 -0.9397 3.7621 -0.9463
S 0.351 0.754 -1.882 0.3054 -0.3960 -0.1987
P -2.086 0.375 2.395 -4.5588 -1.2781 4.6166
O -3.141 -2.765 0.923 3.5249 3.2968 -2.9069
O 4.245 0.787 0.085 0.0766 0.0155 0.0179
O -0.727 -3.307 -2.579 -0.5013 3.2077 2.6189
O 1.836 1.363 3.701 -0.6850 -0.4109 -4.1160
N -1.415 0.941 1.130 5.1132 0.8357 -2.5548
C -4.984 -0.100 2.705 -0.4509 0.1914 0.0662
C -3.426 2.427 4.541 -0.4494 0.2849 -0.5001
C -4.302 -0.006 0.361 -0.0164 -0.3861 0.1807
C 0.396 -1.589 2.327 0.4469 0.4469 0.1441
C -4.005 0.583 1.738 0.2273 -1.3645 0.8300
C 1.599 0.025 -2.970 0.1458 0.2128 -0.4667
C -2.854 0.221 5.350 -0.1026 -0.9721 -0.1451
C -0.818 -1.469 3.253 -0.1020 0.1299 -1.1192
C -1.512 -2.799 3.187 -0.2260 -0.8512 -0.0823
C 2.515 1.205 -3.200 0.5256 0.0698 -0.6765
C 0.729 -0.287 -4.174 0.3168 -0.0581 -0.6552
C -0.285 -1.363 4.679 0.3282 0.4133 0.8343
C -2.404 1.306 4.360 0.5975 0.4160 0.5088
C -1.068 1.973 4.671 0.6603 -0.0602 -0.0754
C -4.145 2.091 1.545 0.5516 0.5185 0.0818
C 2.316 -1.197 -2.418 0.0147 0.0295 -0.0429
C 3.144 0.814 0.232 1.3825 -0.1211 -0.0322
C 1.547 1.240 2.598 2.9131 1.3617 8.1867
C -0.838 -2.418 -1.857 1.5515 -8.1358 -5.9768
C -2.343 -2.085 0.375 -8.9819 -11.2758 6.2253
H 1.405 -0.592 -4.971 -0.1665 -0.0922 -0.3146
H -5.038 0.306 3.723 0.1816 -0.0455 -0.5020
H 0.171 0.602 -4.493 0.1663 -0.2343 -0.1027
H -0.168 1.358 4.593 -0.5866 -0.0339 0.2460
H 1.229 -0.929 2.635 -0.2843 -0.1179 -0.4817
H -0.846 -3.473 3.727 -0.0899 -0.1062 0.4122
H -5.238 0.462 0.038 0.1945 0.0268 -0.2765
H -1.120 2.339 5.712 0.0980 -0.0390 -0.3560
H -3.452 2.626 5.620 0.1156 -0.1507 -0.0688
H -3.918 -0.032 5.261 0.2965 0.3938 -0.0103
H -0.871 -1.987 5.355 -0.0794 0.2211 -0.0780
H -4.447 2.162 4.276 0.0850 0.0729 -0.0381
H -2.352 -0.752 5.331 -0.0398 0.5746 -0.0733
H -0.142 -0.397 5.173 -0.1606 -0.2043 -0.4383
H -1.548 -3.300 2.221 -0.1254 0.3480 0.2340
H 0.816 -2.585 2.523 0.0316 0.0163 -0.4264
H 3.094 1.473 -2.308 -0.0457 -0.0806 -0.1969
H 3.207 0.914 -3.991 0.2087 0.2755 -0.0200
H 3.013 -1.512 -3.215 -0.1545 -0.0884 0.4267
H -4.505 -1.077 0.342 0.0034 0.2868 0.0235
H 1.634 -2.035 -2.206 0.2994 0.2167 -0.1359
H -5.995 0.031 2.285 0.2107 -0.1271 0.1497
H -2.477 -2.838 3.692 -0.0627 0.0228 -0.0981
H -3.732 2.738 2.320 -0.2857 -0.3373 -0.0644
H 0.017 -1.098 -3.983 0.2022 0.1173 -0.0858
H 0.236 -1.572 1.203 0.1611 -0.0480 0.5001
H -2.719 0.635 6.363 0.0748 -0.1128 -0.3376
H -4.799 -1.183 2.775 -0.0376 0.3200 -0.0421
H -0.887 2.846 4.024 -0.2642 -0.0970 0.1860
H -5.213 2.321 1.431 0.1961 -0.0211 0.0447
H -3.617 2.391 0.634 -0.2591 -0.0656 -0.0426
H -3.549 0.311 -0.383 -0.0893 0.1019 -0.2687
H 0.698 -1.845 4.693 0.1078 -0.0085 -0.1327
H 2.906 -0.972 -1.515 -0.1107 -0.1412 -0.3613
H 1.949 2.087 -3.524 0.2303 -0.1728 -0.0495
H -3.151 3.384 4.090 -0.0171 -0.2122 -0.1011
```
Positions in Å, forces in eV/Å.

Calculated relative energy (zero: lowest compared OMol25 entry of this formula, charge and spin), 21.3; 463.8; 228.3 kcal per mole (same order as the records).
Calculated max |F|, 0.039; 0.345; 0.305 Eh/bohr (same order as the records).